The following is a DFT calculation (ωB97M-V/def2-TZVPD) of a structure of composition C40H53BI2N8O3SSnTe in a non-equilibrium geometry.

```
110
Properties=species:S:1:pos:R:3:lowdin_charge:R:1
Sn 13.200 12.733 8.387 1.375
C 11.784 14.196 5.363 -0.073
C 10.587 13.420 5.939 -0.336
C 10.784 11.904 5.744 -0.055
C 10.367 13.961 7.367 -0.216
C 9.401 14.895 7.760 0.045
C 9.751 15.299 9.036 -0.226
C 9.107 16.280 9.933 -0.361
C 7.599 15.997 9.952 -0.052
C 9.376 17.701 9.429 -0.048
N 10.861 14.649 9.394 0.046
N 11.221 13.809 8.424 -0.065
B 11.671 14.804 10.685 -0.482
N 13.027 15.387 10.357 0.037
N 13.785 14.895 9.371 -0.018
C 14.983 15.448 9.509 -0.226
C 15.058 16.295 10.705 0.066
C 13.758 16.257 11.190 -0.189
C 13.204 16.749 12.459 -0.318
C 13.805 15.865 13.678 0.003
C 13.564 18.223 12.612 -0.062
C 16.086 15.043 8.543 -0.402
C 16.315 15.947 7.368 -0.062
C 17.349 14.913 9.371 -0.082
N 11.814 13.259 11.141 0.059
N 12.884 12.597 10.620 -0.026
C 13.125 11.537 11.346 -0.240
C 12.052 11.430 12.287 0.061
C 11.295 12.594 12.146 -0.220
C 10.084 12.954 12.972 -0.321
C 10.380 13.759 14.206 -0.065
C 8.909 13.584 12.178 -0.029
C 14.271 10.532 11.137 -0.326
C 15.548 11.159 11.744 -0.054
C 14.066 9.147 11.731 -0.067
H 12.649 14.198 6.059 0.032
H 11.533 15.232 5.267 0.072
H 12.100 13.767 4.409 0.084
H 9.677 13.726 5.407 0.133
H 11.750 11.636 6.053 0.026
H 10.583 11.763 4.669 0.093
H 10.096 11.269 6.325 0.081
H 8.472 15.216 7.289 0.121
H 9.457 16.161 10.989 0.110
H 7.168 16.053 8.932 0.090
H 7.001 16.639 10.529 0.066
H 7.433 15.007 10.232 0.048
H 9.321 17.785 8.359 0.070
H 10.408 17.991 9.666 0.075
H 8.722 18.507 9.942 0.112
H 11.009 15.353 11.539 0.109
H 15.980 16.763 11.152 0.132
H 12.149 16.637 12.458 0.087
H 14.828 15.952 13.568 0.043
H 13.528 14.806 13.657 0.082
H 13.640 16.361 14.584 0.053
H 14.599 18.394 12.527 0.056
H 13.356 18.625 13.611 0.081
H 13.038 18.946 11.990 0.082
H 15.844 14.067 8.160 0.064
H 16.244 17.046 7.619 0.102
H 15.552 15.741 6.617 0.077
H 17.357 15.880 7.019 0.072
H 17.843 15.895 9.604 0.099
H 18.102 14.359 8.765 0.071
H 17.207 14.281 10.270 0.088
H 11.858 10.551 12.895 0.115
H 9.872 11.947 13.331 0.134
H 10.681 14.795 13.935 0.083
H 11.143 13.350 14.858 0.081
H 9.476 13.909 14.812 0.083
H 9.168 14.466 11.689 0.008
H 8.067 13.814 12.834 0.095
H 8.518 12.904 11.462 0.057
H 14.355 10.510 9.989 0.111
H 15.616 11.217 12.800 0.068
H 15.498 12.187 11.439 0.054
H 16.466 10.767 11.261 0.076
H 14.076 9.062 12.850 0.103
H 14.841 8.505 11.378 0.058
H 13.166 8.740 11.380 0.051
I 14.938 7.597 7.944 0.949
C 12.971 8.105 8.176 -0.659
C 12.041 7.096 8.551 -0.255
C 10.790 7.438 8.850 -0.610
I 9.378 5.784 8.985 0.814
C 10.329 8.765 8.847 -0.205
C 8.987 9.108 9.128 -0.047
C 8.742 10.417 9.395 -0.052
C 9.756 11.378 9.338 -0.122
N 10.963 11.098 8.867 0.091
C 11.313 9.794 8.700 -0.126
C 12.670 9.481 8.217 -0.469
O 13.498 10.436 8.066 -0.410
H 12.327 6.043 8.559 0.078
H 8.192 8.367 9.240 0.062
H 7.801 10.772 9.820 0.111
H 9.570 12.425 9.629 0.100
Te 16.178 11.065 6.423 1.400
C 17.197 12.552 5.582 -1.050
C 16.586 13.501 4.798 -0.240
C 17.494 14.545 4.349 -0.168
C 18.697 14.348 4.965 -0.413
S 18.788 12.876 5.842 0.990
H 15.523 13.299 4.614 0.086
H 17.218 15.374 3.687 0.111
H 19.588 14.937 4.713 0.079
O 18.406 11.157 8.099 -0.149
N 17.543 11.318 8.934 -0.123
O 16.330 11.507 8.428 -0.529
```

Calculated values
**Relative energy (zero: lowest compared OMol25 entry of this formula, charge and spin)**: 2.145 eV
**Electronic energy**: -3720.4888 a.u.
**Frontier orbital gap**: 7.062 eV